DFT (ωB97M-V with the def2-TZVPD basis set) results for a single C6H6O2 molecule in a non-equilibrium geometry.

Positions of all 14 atoms, in Å:
1 O 2.410 -0.765 -0.518
2 C 1.350 -0.213 -0.225
3 C 1.086 1.033 0.645
4 C -0.489 1.072 0.749
5 O -1.239 1.999 1.048
6 C -0.905 -0.262 0.400
7 C -1.270 -1.322 -0.771
8 C -0.056 -0.389 -0.827
9 H 1.371 0.912 1.676
10 H 1.462 2.016 0.211
11 H -0.562 -0.961 1.202
12 H -1.962 -1.176 -1.567
13 H -1.061 -2.372 -0.584
14 H -0.134 0.429 -1.440

Atomic forces in eV per Å
-2.30 1.23 1.28
1.74 -1.03 -2.08
-0.88 1.25 -0.11
-2.56 3.44 1.03
2.25 -1.00 -0.58
-0.44 -4.11 -0.50
1.78 1.84 0.13
1.26 -3.48 1.55
0.78 0.09 0.34
-0.19 -1.39 0.62
0.31 0.55 -0.56
-0.69 0.38 -0.21
-0.24 0.25 0.70
-0.83 1.99 -1.60

relative energy (zero: lowest compared OMol25 entry of this formula, charge and spin) = 79.6 kcal/mol
HOMO-LUMO gap = 10.15 eV
charge = 0
SMILES = O=C1CC(=O)[C@H]2C[C@H]12

DFT (ωB97M-V with the def2-TZVPD basis set) results for a single C6H6O3 molecule in a non-equilibrium geometry.

Positions of all 15 atoms, in Å:
1 O 2.723 -0.740 -0.733
2 C 1.652 -0.463 -0.001
3 C 1.172 0.981 0.213
4 O 0.406 1.178 -1.029
5 C -0.847 0.689 -0.374
6 C -1.386 -0.658 -0.796
7 O -0.430 -1.581 -0.215
8 C 0.393 -0.946 0.686
9 C -0.190 0.496 0.930
10 H 1.880 1.785 0.340
11 H -1.533 1.532 -0.169
12 H -2.369 -0.846 -0.479
13 H -1.393 -0.929 -1.924
14 H 0.591 -1.483 1.595
15 H -0.669 0.986 1.957

Atomic forces in eV per Å
-6.26 0.33 4.38
6.11 2.01 -3.42
-0.64 -0.13 -1.03
-1.37 -0.71 0.61
-0.55 2.25 -0.38
2.23 -0.53 -2.59
-1.47 -1.18 -0.28
-0.66 -0.56 0.63
2.52 0.41 2.65
-0.02 0.30 0.52
-0.22 -0.41 -1.38
-1.30 -0.19 0.99
0.21 1.00 1.69
0.00 -0.72 0.37
1.43 -1.87 -2.75

relative energy (zero: lowest compared OMol25 entry of this formula, charge and spin) = 96.8 kcal/mol
HOMO-LUMO gap = 9.47 eV
charge = 0
SMILES = O=C1[C@H]2O[C@H]3CO[C@@H]1[C@H]32

DFT (ωB97M-V with the def2-TZVPD basis set) results for a single C6H6O4 molecule in a non-equilibrium geometry.

Positions of all 16 atoms, in Å:
1 C 0.719 0.439 1.849
2 C 0.369 0.547 0.409
3 C 1.148 0.063 -0.817
4 C -0.184 -0.085 -1.577
5 O -0.759 -1.397 -1.372
6 C -1.491 -1.344 -0.268
7 O -2.002 -2.185 0.365
8 O -2.158 0.181 -0.218
9 C -0.957 0.661 -0.464
10 O -0.318 1.772 -0.014
11 H 1.677 0.924 2.045
12 H 0.783 -0.608 2.146
13 H -0.038 0.927 2.460
14 H 1.664 -0.881 -0.662
15 H 1.823 0.799 -1.254
16 H -0.275 0.186 -2.628

Atomic forces in eV per Å
-0.22 -0.01 -0.04
-1.02 0.24 -0.99
-0.24 0.08 0.09
-0.07 0.72 -0.04
0.50 0.30 0.93
-3.71 0.69 -1.38
0.96 0.41 0.32
0.38 -2.49 0.48
3.49 -0.69 0.91
-0.17 1.02 -0.28
0.03 -0.01 0.02
0.09 -0.02 0.04
-0.04 -0.03 -0.01
0.00 -0.07 -0.08
0.05 0.01 0.01
-0.02 -0.15 0.01

relative energy (zero: lowest compared OMol25 entry of this formula, charge and spin) = 87.7 kcal/mol
HOMO-LUMO gap = 9.55 eV
charge = 0
SMILES = C[C@@]12C[C@H]3OC(=O)O[C@]31O2

DFT (ωB97M-V with the def2-TZVPD basis set) results for a single C6H6O9 molecule in a non-equilibrium geometry.

Positions of all 21 atoms, in Å:
1 C -1.399 -0.902 -0.155
2 C -2.464 0.011 -0.187
3 C -0.185 -0.180 -0.060
4 C -1.838 1.205 0.030
5 C 1.098 -0.704 0.041
6 C 2.344 0.267 0.313
7 O -0.536 1.163 -0.081
8 O 1.907 0.870 -1.780
9 O 2.176 1.371 -0.489
10 O -1.410 -2.222 -0.208
11 O -3.781 -0.295 -0.268
12 O -2.442 2.375 0.363
13 O 1.291 -2.005 0.071
14 O 2.402 0.562 1.675
15 O 3.515 -0.385 0.060
16 H -2.398 -2.525 -0.265
17 H -4.240 0.341 -0.840
18 H -1.763 2.930 0.479
19 H 0.394 -2.397 0.172
20 H 3.397 0.381 1.840
21 H 3.935 0.140 -0.711

Atomic forces in eV per Å
1.11 1.20 -0.27
0.47 -0.40 0.15
-1.04 -0.96 -0.22
-1.49 1.36 -0.06
1.19 1.72 -0.67
-0.79 0.20 -0.55
0.66 0.00 1.19
-0.33 -1.26 -0.70
0.03 0.39 2.30
-3.22 -1.50 -0.17
-0.36 0.00 0.04
-2.84 -4.72 -1.52
-0.90 0.73 0.52
1.55 -0.20 0.16
1.98 0.37 -2.41
2.58 0.53 0.14
0.19 -0.22 0.20
3.98 4.10 0.84
0.69 -0.48 -0.32
-2.35 0.50 -0.02
-1.11 -1.35 1.37

HOMO-LUMO gap (spin up / spin down) = 6.07 / 6.07 eV
charge = 0